Entry from the OMol25 dataset: C2H3Cu as an isolated structure in a non-equilibrium geometry (ωB97M-V/def2-TZVPD).

Properties
**Expectation value of S²**: 2.01
**E_LUMO (spin up / spin down)**: 0.5 / -2.7 eV
**Orbital gap (spin up / spin down)**: 0.273 / 0.273 Eh
**Charge**: 0
**2S+1**: 3

Geometry (Å):
1 H -0.65496 -0.84558 1.82243
2 H 1.77174 -0.41586 0.19279
3 Cu -0.91122 0.78316 -0.74710
4 H -0.55802 0.99898 -2.34562
5 C -0.34086 -0.30157 0.92309
6 C 0.69332 -0.21912 0.15440